# 1
{
  "formula": "C23H28N2O4",
  "method": "wB97M-V/def2-TZVPD",
  "symbols": ["C", "O", "C", "C", "C", "C", "C", "C", "N", "C", "O", "C", "C", "C", "O", "N", "C", "C", "C", "C", "C", "C", "C", "C", "C", "C", "C", "O", "C", "H", "H", "H", "H", "H", "H", "H", "H", "H", "H", "H", "H", "H", "H", "H", "H", "H", "H", "H", "H", "H", "H", "H", "H", "H", "H", "H", "H"],
  "positions_angstrom": [[6.323328, 2.888924, 1.478958], [5.089857, 2.303794, 1.807007], [4.574306, 1.367467, 0.961390], [5.169834, 0.932067, -0.207986], [4.562120, -0.041673, -0.987838], [3.348410, -0.590339, -0.618752], [2.706694, -1.635704, -1.490802], [2.015192, -1.004566, -2.705442], [0.767564, -0.383476, -2.322838], [-0.372764, -0.594720, -3.004821], [-0.427360, -1.270280, -4.012773], [-1.641508, 0.009716, -2.396769], [-1.429747, 1.288955, -1.591156], [-1.184786, 0.793601, -0.173619], [-0.697996, 1.422021, 0.743608], [-1.593421, -0.489833, -0.110263], [-1.658951, -1.237433, 1.122481], [-2.748201, -0.700011, 2.067181], [-4.075959, -0.650039, 1.368412], [-4.529366, 0.537460, 0.807519], [-5.721600, 0.574931, 0.105669], [-6.476179, -0.576424, -0.042340], [-6.035644, -1.763339, 0.518964], [-4.842312, -1.799387, 1.217900], [-2.179392, -0.972122, -1.339550], [2.735173, -0.144285, 0.550526], [3.331863, 0.815991, 1.351293], [2.835583, 1.285138, 2.522564], [1.582132, 0.816431, 2.963778], [6.535881, 3.594711, 2.280476], [6.275218, 3.428607, 0.526763], [7.125273, 2.143872, 1.432201], [6.117507, 1.337456, -0.524463], [5.052210, -0.376860, -1.889907], [1.973981, -2.213188, -0.924144], [3.474142, -2.321118, -1.854109], [2.679820, -0.261510, -3.160623], [1.768427, -1.760277, -3.455205], [0.786758, 0.178886, -1.486863], [-2.353493, 0.132879, -3.213934], [-0.618376, 1.919116, -1.952554], [-2.340334, 1.892751, -1.578235], [-1.853260, -2.281504, 0.869274], [-0.689848, -1.164552, 1.626290], [-2.457122, 0.300484, 2.389208], [-2.796563, -1.350047, 2.942269], [-3.942040, 1.437311, 0.924701], [-6.063332, 1.504554, -0.325683], [-7.406376, -0.548438, -0.589984], [-6.623393, -2.663084, 0.410888], [-4.501998, -2.727800, 1.654792], [-1.867670, -2.001417, -1.538238], [-3.275053, -0.944460, -1.288351], [1.786182, -0.569728, 0.839436], [1.398568, 1.326802, 3.907727], [1.600439, -0.265540, 3.139656], [0.787583, 1.069231, 2.256311]],
  "atomic_forces_ev_per_a": [[0.201, 0.079, -0.074], [-0.345, -0.243, -0.023], [-0.101, 0.050, 0.165], [0.059, 0.184, 0.173], [-0.180, -0.099, 0.016], [0.182, -0.103, -0.049], [0.003, 0.222, -0.220], [0.094, -0.336, -0.122], [0.435, 0.137, 0.245], [-0.491, 0.338, 0.171], [-0.109, -0.212, -0.305], [0.023, -0.103, -0.208], [-0.013, -0.010, -0.016], [0.003, 0.064, -0.341], [0.058, 0.288, 0.333], [-0.023, -0.171, -0.022], [0.069, 0.187, 0.377], [0.114, -0.101, -0.178], [0.002, 0.045, 0.165], [0.029, -0.042, 0.034], [-0.046, 0.061, -0.080], [-0.084, 0.009, -0.070], [-0.045, -0.091, -0.038], [0.018, 0.059, 0.006], [-0.304, -0.196, -0.265], [-0.038, 0.091, 0.171], [0.147, 0.215, 0.141], [0.409, 0.068, -0.259], [-0.309, -0.053, 0.018], [0.031, -0.035, -0.079], [0.006, -0.035, 0.030], [-0.036, 0.029, -0.014], [0.097, 0.075, 0.029], [0.065, -0.052, -0.109], [0.009, -0.074, -0.025], [-0.016, -0.043, 0.025], [-0.022, -0.130, -0.022], [0.068, 0.132, 0.079], [-0.105, 0.056, -0.053], [0.132, -0.060, 0.067], [-0.007, 0.013, 0.093], [0.007, 0.014, 0.027], [0.060, 0.042, 0.020], [-0.035, -0.101, -0.050], [0.007, -0.046, 0.055], [0.014, 0.029, 0.053], [0.078, 0.110, 0.040], [-0.033, 0.077, -0.031], [-0.078, 0.002, -0.038], [-0.052, -0.071, -0.007], [0.038, -0.110, 0.059], [-0.042, 0.057, -0.005], [0.082, -0.039, -0.038], [-0.130, -0.046, 0.094], [-0.008, -0.065, -0.021], [0.014, 0.016, -0.003], [0.095, -0.084, 0.078]],
  "homo_energy_ha": -0.289,
  "lumo_ha": 0.0256,
  "de_lowest_kj_mol": 175.90,
  "total_energy_ev": -35476.4979,
  "gap_ev": 8.553
}


# 2
{
  "formula": "C23H28N2O4",
  "method": "wB97M-V/def2-TZVPD",
  "symbols": ["C", "C", "C", "C", "C", "C", "C", "O", "C", "C", "C", "O", "O", "C", "C", "O", "N", "C", "C", "N", "C", "C", "C", "C", "C", "C", "C", "C", "C", "H", "H", "H", "H", "H", "H", "H", "H", "H", "H", "H", "H", "H", "H", "H", "H", "H", "H", "H", "H", "H", "H", "H", "H", "H", "H", "H", "H"],
  "positions_angstrom": [[0.638612, 3.579172, -2.059640], [0.095918, 3.106824, -0.876807], [0.779946, 3.269798, 0.306289], [0.078433, 2.680596, 1.466496], [-1.228389, 2.004739, 1.329814], [-1.889370, 1.787064, 2.629890], [-2.002070, 2.036947, 0.314204], [-3.267448, 1.637311, 0.248554], [-3.942091, 1.376014, -0.827012], [-3.600682, 0.388068, -1.609811], [-3.733147, -0.930539, -0.831444], [-4.615766, -1.792996, -0.563384], [-2.395112, -1.243466, -0.216985], [-2.322834, -2.434054, 0.536565], [-1.023949, -3.215560, 0.561174], [-0.876153, -4.252317, 0.204845], [0.112639, -2.393538, 0.734926], [0.203000, -1.009855, 0.654857], [0.810529, -0.331797, -0.513695], [2.038615, -0.975118, -0.709395], [3.269867, -0.273259, -0.645326], [4.595119, -0.869363, -0.884401], [5.698486, -0.484436, -0.466013], [5.708074, 0.929014, 0.387235], [4.373433, 1.195761, 0.991304], [3.303663, 0.598569, 0.553853], [2.038330, -2.263934, -0.938531], [1.418625, -3.039124, 0.587484], [-1.432673, 2.457321, -0.731111], [1.186626, 2.670192, -2.529360], [1.391364, 4.423892, -1.730602], [-0.171629, 3.939004, -2.894359], [1.685301, 3.507561, 0.465764], [0.747404, 2.828822, 2.330421], [-1.323464, 1.644780, 3.585733], [-2.391182, 0.794134, 2.506685], [-2.655433, 2.447848, 3.000026], [-3.887213, 2.206421, -1.411297], [-4.868195, 1.116440, -0.415379], [-2.620624, 0.365668, -2.047688], [-4.063690, -0.001772, -2.483554], [-2.464356, -2.067049, 1.814606], [-3.093066, -3.287579, 0.539427], [-0.828750, -0.452628, 1.116686], [0.892664, -0.928436, 1.593458], [0.747119, 0.711904, -0.294352], [0.028554, -0.759841, -1.347335], [4.523702, -1.766288, -1.584895], [6.606140, -0.797272, -0.868416], [6.623210, 1.270166, 0.758449], [4.386262, 2.038987, 1.441971], [2.355156, 1.137167, 0.826271], [2.996793, -2.905667, -1.341403], [1.407261, -2.788577, -1.647208], [1.243110, -4.088915, 0.234496], [1.991869, -2.737054, 1.246699], [-1.884291, 2.573037, -1.965496]],
  "atomic_forces_ev_per_a": [[1.409, 1.399, -5.120], [-5.588, -2.007, 4.892], [-9.343, -4.675, 0.862], [-0.236, -0.097, -3.050], [6.798, 3.442, 9.906], [-0.720, -3.297, 2.407], [-3.915, -1.303, -3.726], [1.970, -0.508, 7.083], [-4.309, 5.220, 1.234], [3.596, -10.932, -4.336], [0.643, -5.793, 3.457], [2.755, 4.762, -1.992], [-2.307, -0.271, -1.812], [-2.014, -0.554, 5.926], [1.067, 13.001, 0.436], [0.055, -12.072, -2.619], [-0.444, -2.898, -0.699], [-2.040, 2.928, 7.076], [-3.862, -2.937, -1.385], [3.685, 4.855, -2.704], [1.142, -0.482, 5.915], [-9.711, -4.121, -4.819], [5.793, 8.986, 5.054], [-4.341, -5.917, -0.735], [8.347, -2.784, -4.436], [-4.978, -0.606, -4.273], [0.905, -9.036, 1.068], [-5.648, -1.884, -10.384], [7.079, 5.564, -12.368], [-0.438, 1.723, 0.271], [-1.350, -1.584, -1.474], [2.069, -0.634, 2.078], [6.524, 2.425, 0.547], [-1.423, -0.807, 0.403], [0.533, 0.156, -1.265], [-0.125, 0.572, 0.457], [-0.508, 0.730, -0.784], [-1.170, 3.147, -1.840], [-2.299, 0.584, 0.068], [1.149, 0.306, 0.541], [-2.002, 1.230, -1.019], [0.380, -0.918, -3.465], [0.505, 1.948, -1.092], [2.922, -1.635, -1.709], [-0.480, 1.407, -1.404], [0.520, 0.600, -0.638], [1.723, 1.744, 0.958], [0.451, 1.183, 0.869], [1.444, -0.823, -0.213], [1.108, 0.818, 0.391], [-0.504, 5.315, 3.991], [0.690, -1.221, 0.071], [-1.551, 2.394, 1.731], [-1.341, 1.036, -0.475], [0.678, 0.876, 1.337], [5.781, 2.020, 6.664], [0.925, -0.576, 4.141]],
  "homo_energy_ha": -0.249,
  "lumo_ha": 0.0074,
  "de_lowest_kj_mol": 1954.84,
  "total_energy_ev": -35458.0605,
  "gap_ev": 6.988
}